Entry 1:
Computed, not measured: one molecule with the formula C4H9BO in a non-equilibrium geometry, with wB97M-V/def2-TZVPD.

* net charge: 0
* LUMO energy: 0.641 eV
* E_HOMO: -8.54 eV
* energy relative to the best compared isomer or geometry (same formula, charge and spin): 91.2 kcal/mol
* HOMO-LUMO gap: 9.185 eV

Cartesian coordinates (Å):
B -0.126 0.265 0.471
C 0.597 1.066 -0.588
C -0.691 -1.089 -0.158
C 0.695 -0.600 -1.898
C -0.351 0.615 2.025
O -0.530 -1.082 -1.588
H 0.075 1.842 -1.272
H 1.530 1.462 -0.392
H -0.304 -1.867 0.453
H -1.763 -1.426 0.013
H 0.520 -0.225 -3.039
H 1.627 -1.077 -1.586
H -0.048 -0.163 2.767
H -1.400 0.793 2.227
H 0.169 1.486 2.567

Atom charges from the Mulliken analysis, given in e for atoms 1 to 8:
1 B 0.19
2 C -0.73
3 C -0.50
4 C -0.38
5 C -1.01
6 O -0.36
7 H 0.26
8 H 0.42

=====

Entry 2:
Computed, not measured: one molecule with the formula C4H9BO in a non-equilibrium geometry, with wB97M-V/def2-TZVPD.

* net charge: 0
* LUMO energy: 0.493 eV
* E_HOMO: -8.45 eV
* energy relative to the best compared isomer or geometry (same formula, charge and spin): 47.8 kcal/mol
* HOMO-LUMO gap: 8.948 eV

Cartesian coordinates (Å):
C 0.718 -0.791 1.385
B 0.678 -0.078 0.032
C 1.220 -0.620 -1.368
C -0.317 1.381 0.051
C -1.716 0.763 -0.079
O -0.101 2.554 0.245
H 0.945 -0.176 2.332
H 1.330 -1.582 1.455
H -0.340 -1.143 1.405
H 0.423 -1.333 -1.683
H 2.231 -1.019 -1.282
H 1.134 0.142 -2.175
H -2.020 0.711 0.925
H -2.391 1.480 -0.746
H -1.795 -0.287 -0.496

Atom charges from the Mulliken analysis, given in e for atoms 1 to 8:
1 C -0.87
2 B 0.02
3 C -0.90
4 C 0.53
5 C -1.00
6 O -0.56
7 H 0.25
8 H 0.39

=====

Entry 3:
Computed, not measured: a 2-piece molecular cluster, C4H9BO2 overall in a non-equilibrium geometry, with wB97M-V/def2-TZVPD.

* net charge: 0
* LUMO energy (spin up / spin down): -1.675 / -1.268 eV
* E_HOMO (spin up / spin down): -8.00 / -8.74 eV
* energy relative to the best compared isomer or geometry (same formula, charge and spin): 106.0 kcal/mol
* HOMO-LUMO gap (spin up / spin down): 6.322 / 7.476 eV

Cartesian coordinates (Å):
B 1.497 -0.310 0.251
C -2.209 -0.941 -0.173
C -0.934 -0.968 0.307
C -0.398 1.528 -0.091
C -0.071 0.074 0.164
O 2.501 0.632 -0.177
O 1.728 -1.589 -0.217
H -2.855 -1.888 -0.151
H -2.494 0.003 -0.720
H -0.317 -1.848 0.621
H -1.313 1.904 0.323
H 0.417 2.207 0.184
H -0.432 1.716 -1.292
H 1.430 -0.559 1.914
H 3.303 0.164 0.132
H 2.645 -1.852 -0.503

Atom charges from the Mulliken analysis, given in e for atoms 1 to 8:
1 B 0.52
2 C -0.68
3 C 0.01
4 C -1.37
5 C 0.50
6 O -0.64
7 O -0.66
8 H 0.27

=====

- energy relative to the best compared isomer or geometry (same formula, charge and spin) of number 1 (C4H9BO)?
  91.2 kcal/mol

=====

- net charge of number 1 (C4H9BO)?
  0

=====

- What is the net charge in the first record?
  0

=====

- The lowest energy relative to the best compared isomer or geometry (same formula, charge and spin) belongs to which entry?
  number 2